Record 1
Below is 2 unconnected molecules or ions with the total composition C6H14BrIOSi, with properties calculated with ωB97M-V/def2-TZVPD.

Output
- electronic energy (eV) = -94514.36002
- largest force on an atom (eV/Å) = 4.3
- charge = 0

Each line ends with the natural charge from an NBO analysis.
Positions of all 24 atoms, in Å:
C -1.653 2.723 -1.149  -0.595
C 0.914 -4.453 -0.778  -0.646
C -0.587 2.913 -0.033  -0.414
C -1.119 2.173 1.216  -0.375
C 1.810 -3.389 0.046  -0.031
C -0.346 0.848 1.439  -0.937
O 1.260 -2.795 1.057  -0.655
Si -0.453 -0.338 -0.046  1.152
Br -2.563 -0.995 -0.579  -0.254
I 1.015 -0.251 -2.029  -0.073
H -1.369 3.247 -1.976  0.212
H -1.676 1.763 -1.479  0.190
H -2.638 2.974 -0.895  0.207
H 0.153 -3.784 -1.367  0.186
H 1.616 -5.077 -1.283  0.200
H 0.418 -5.111 -0.168  0.197
H -0.636 3.984 0.160  0.222
H 0.326 2.449 -0.305  0.206
H -0.944 2.638 2.231  0.214
H -2.087 1.975 1.062  0.193
H 2.213 -2.714 -0.783  0.104
H 2.796 -3.830 0.380  0.152
H -0.608 0.498 2.388  0.273
H 0.637 1.209 1.762  0.271

Record 2
Below is a molecular structure, CCuF3MgNO3S3, with properties calculated with ωB97M-V/def2-TZVPD.

Output
- electronic energy (eV) = -99407.19931
- largest force on an atom (eV/Å) = 4.5
- charge = 0
- spin multiplicity = 2

Each line ends with the Mulliken spin population.
Positions of all 13 atoms, in Å:
Cu -1.730 -1.303 1.115  0.003
N 1.128 -0.677 0.210  0.002
S 1.060 -0.816 1.936  0.007
O -0.083 -2.034 1.958  0.001
S -0.002 0.330 -0.431  0.021
O -1.233 0.401 0.503  0.000
O -1.018 -0.513 -2.635  0.906
C 0.694 2.048 -0.184  0.015
F 0.937 2.331 1.082  0.002
F 1.818 2.135 -0.879  0.001
F -0.184 2.919 -0.664  0.000
Mg 0.468 -2.582 0.132  0.015
S -1.856 -2.240 -2.144  0.026

Record 3
Below is a single C5H5N3 molecule, with properties calculated with ωB97M-V/def2-TZVPD.

Output
- SMILES string = [H]/N=c1\ccccnn1
- electronic energy (eV) = -9729.89998
- largest force on an atom (eV/Å) = 9.1
- charge = 0

Each line ends with the natural charge from an NBO analysis.
Positions of all 13 atoms, in Å:
H -1.058 -2.275 0.555  0.313
N -1.045 -1.670 1.265  -0.569
C -1.120 -0.522 0.432  0.315
C -1.052 -0.362 -1.124  -0.262
C 0.203 0.275 -1.405  -0.199
C 1.235 0.521 -0.338  -0.261
C 1.175 0.946 0.965  -0.065
N -0.049 1.259 1.601  -0.153
N -1.226 0.749 1.192  -0.116
H -2.053 -0.520 -1.703  0.265
H 0.374 0.611 -2.495  0.243
H 2.347 0.043 -0.518  0.239
H 2.269 0.945 1.573  0.249

Record 4
Below is a single CH2N4O molecule, with properties calculated with ωB97M-V/def2-TZVPD.

Output
- electronic energy (eV) = -9072.76310
- largest force on an atom (eV/Å) = 3.3
- charge = 0

Each line ends with the natural charge from an NBO analysis.
Positions of all 8 atoms, in Å:
C -1.428 -0.156 1.479  0.850
N 0.707 0.424 -1.350  -0.093
N 0.386 -0.685 -0.051  -0.403
N 0.235 1.423 -1.572  -0.076
N -0.394 -0.064 0.905  -0.425
O -2.359 -0.108 2.192  -0.514
H 1.449 -0.198 -1.869  0.326
H 1.404 -0.637 0.264  0.335

Record 5
Below is a single C6H10O molecule, with properties calculated with ωB97M-V/def2-TZVPD.

Output
- SMILES string = CC(C)[C@@H]1CC1=O
- electronic energy (eV) = -8429.75698
- largest force on an atom (eV/Å) = 0.6
- charge = 0

Each line ends with the natural charge from an NBO analysis.
Positions of all 17 atoms, in Å:
C 1.843 0.363 -0.096  -0.605
C 0.615 -0.563 -0.124  -0.207
C 0.027 -0.801 1.284  -0.630
C -0.507 -0.070 -1.047  -0.329
C -1.295 1.172 -0.531  -0.556
C -1.849 -0.186 -0.449  0.620
O -2.769 -0.887 -0.125  -0.502
H 2.599 -0.018 0.602  0.214
H 1.582 1.378 0.232  0.202
H 2.323 0.450 -1.079  0.211
H 0.948 -1.529 -0.524  0.212
H 0.085 0.098 1.908  0.204
H 0.509 -1.632 1.792  0.221
H -1.025 -1.087 1.236  0.229
H -0.381 -0.197 -2.122  0.235
H -1.830 1.771 -1.259  0.243
H -0.874 1.736 0.302  0.237

Record 6
Below is 2 unconnected molecules or ions with the total composition C7H14N2, with properties calculated with ωB97M-V/def2-TZVPD.

Output
- electronic energy (eV) = -10463.92237
- largest force on an atom (eV/Å) = 1.7
- charge = -1
- spin multiplicity = 2

Each line ends with the Mulliken spin population.
Positions of all 23 atoms, in Å:
C 1.102 -2.159 0.621  0.400
C -0.205 -2.918 0.929  0.246
H 1.232 -1.320 1.314  -0.096
H 1.954 -2.843 0.626  -0.145
H 1.082 -1.684 -0.350  0.015
H 0.049 -3.709 1.625  -0.067
H -0.560 -3.371 0.005  -0.087
H -1.030 -2.228 1.092  -0.051
C 0.024 1.950 -1.593  0.039
C -0.044 0.801 -2.591  0.003
C -0.352 1.559 -0.194  0.060
C 0.168 2.212 0.927  0.088
C -1.270 0.573 1.481  0.390
N -1.228 0.600 0.149  0.012
N -0.419 1.564 2.033  0.133
H 1.047 2.317 -1.554  0.055
H -0.663 2.722 -1.904  -0.024
H 0.583 0.951 -3.489  0.019
H 1.060 2.798 0.954  0.063
H -1.798 -0.052 2.164  -0.063
H -0.038 1.707 2.946  -0.012
H -1.023 0.637 -3.031  -0.007
H 0.329 -0.106 -2.161  0.028

Record 7
Below is 7 unconnected molecules or ions with the total composition C16H22F4NO16, with properties calculated with ωB97M-V/def2-TZVPD.

Output
- electronic energy (eV) = -62069.95744
- largest force on an atom (eV/Å) = 5.0
- charge = -1

Each line ends with the natural charge from an NBO analysis.
Positions of all 59 atoms, in Å:
N -0.576 -1.097 0.558  -0.892
H -0.786 -1.079 -0.430  0.479
H -0.820 -0.191 0.932  0.413
H 0.428 -1.124 0.659  0.479
H -0.946 -1.856 1.112  0.422
C -2.572 -2.554 -3.511  -0.720
C -1.307 -1.914 -3.053  0.730
O -0.662 -2.145 -1.965  -0.821
O -0.750 -1.129 -3.830  -0.761
H -2.761 -3.385 -2.831  0.202
H -2.692 -2.988 -4.503  0.214
H -3.454 -1.919 -3.440  0.198
C 4.252 -1.647 1.319  -0.742
C 2.766 -1.375 0.982  0.754
O 2.454 -1.151 -0.201  -0.738
O 1.855 -1.447 1.822  -0.850
H 4.372 -2.559 1.904  0.206
H 4.761 -0.727 1.606  0.209
H 4.669 -1.883 0.340  0.223
C -0.590 -4.990 2.081  -0.119
C -0.459 -5.086 3.589  0.435
O -1.211 -3.994 4.153  -0.484
C -1.437 -3.105 3.123  0.977
O -1.900 -1.982 3.251  -0.572
O -1.110 -3.641 1.947  -0.486
F 0.829 -4.940 4.008  -0.334
H -1.258 -5.793 1.773  0.198
H 0.386 -5.106 1.610  0.243
H -0.794 -6.077 3.894  0.155
C 1.887 4.620 -1.668  -0.128
C 3.066 3.662 -1.457  0.431
O 2.508 2.412 -1.811  -0.463
C 1.217 2.486 -1.408  0.943
O 0.573 1.451 -1.296  -0.514
O 0.761 3.795 -1.474  -0.476
F 3.404 3.678 -0.150  -0.348
H 1.923 4.844 -2.734  0.177
H 1.787 5.580 -1.163  0.215
H 3.953 3.926 -2.032  0.165
C -1.904 1.809 -3.804  -0.145
C -2.846 1.296 -2.728  0.457
O -3.645 2.454 -2.584  -0.507
C -3.733 3.043 -3.821  0.959
O -4.440 3.965 -4.005  -0.577
O -2.632 2.734 -4.521  -0.481
F -2.261 1.082 -1.517  -0.321
H -1.681 1.046 -4.549  0.241
H -0.966 2.180 -3.391  0.215
H -3.555 0.492 -2.927  0.152
C 1.155 2.394 3.981  -0.124
C 0.734 1.126 3.263  0.408
O 0.224 1.545 2.041  -0.465
C -0.129 2.772 2.126  0.968
O -0.851 3.319 1.302  -0.578
O 0.378 3.336 3.249  -0.495
F -0.260 0.503 3.986  -0.352
H 2.226 2.577 3.902  0.193
H 0.902 2.387 5.041  0.210
H 1.518 0.370 3.249  0.229

Record 8
Below is 8 unconnected molecules or ions with the total composition C14H47N3O9, with properties calculated with ωB97M-V/def2-TZVPD.

Output
- SMILES string = COC[C@H](C)N.COC[C@H](C)N.COC[C@H](C)N.OCCO.O.O.O.O
- electronic energy (eV) = -38174.12683
- largest force on an atom (eV/Å) = 2.0
- charge = 0

Each line ends with the Löwdin charge.
Positions of all 73 atoms, in Å:
C -0.809 6.113 4.393  -0.117
O 0.391 5.753 5.021  -0.223
C 0.207 5.101 6.298  -0.170
C 1.534 4.746 7.012  -0.431
C 2.561 4.228 6.031  -0.083
N 1.355 3.796 8.097  0.029
H -1.562 5.327 4.460  0.085
H -0.499 6.244 3.357  0.088
H -1.172 7.006 4.903  0.088
H -0.412 5.782 6.882  0.119
H -0.412 4.214 6.162  0.120
H 1.962 5.672 7.395  0.137
H 2.401 3.257 5.563  0.082
H 3.537 4.045 6.481  0.074
H 2.666 5.007 5.276  0.069
H 2.267 3.618 8.492  0.066
H 1.183 2.864 7.745  0.068
C -6.314 -1.785 -2.978  -0.141
O -6.960 -3.043 -2.958  -0.172
C -6.318 -4.019 -3.838  -0.164
C -7.243 -5.236 -3.918  -0.447
C -6.741 -6.321 -4.920  -0.064
N -8.586 -4.942 -4.341  0.020
H -6.872 -1.033 -2.421  0.083
H -6.171 -1.275 -3.930  0.080
H -5.300 -1.718 -2.585  0.079
H -6.026 -3.651 -4.822  0.125
H -5.394 -4.372 -3.381  0.123
H -7.356 -5.670 -2.924  0.131
H -6.616 -5.883 -5.910  0.074
H -7.417 -7.158 -5.098  0.068
H -5.814 -6.798 -4.603  0.070
H -8.966 -4.395 -3.581  0.065
H -9.191 -5.740 -4.213  0.071
C 7.532 -1.831 -4.184  -0.083
O 6.392 -1.072 -3.710  -0.209
C 6.599 -0.414 -2.458  -0.198
C 5.374 0.431 -2.020  -0.421
C 5.278 1.703 -2.820  -0.082
N 5.509 0.870 -0.617  0.017
H 7.798 -2.564 -3.423  0.079
H 8.350 -1.158 -4.441  0.087
H 7.135 -2.455 -4.984  0.086
H 6.996 -1.109 -1.718  0.120
H 7.418 0.280 -2.648  0.114
H 4.442 -0.134 -2.021  0.139
H 4.335 2.217 -2.636  0.079
H 5.333 1.557 -3.899  0.078
H 6.157 2.285 -2.544  0.079
H 6.351 1.426 -0.565  0.061
H 4.733 1.500 -0.472  0.061
O -0.187 -4.794 1.348  -0.057
C -0.963 -4.264 0.325  -0.260
C -0.190 -4.547 -0.959  -0.235
O -0.299 -5.938 -1.321  -0.072
H 0.320 -4.054 1.690  0.087
H -1.883 -4.848 0.326  0.119
H -1.212 -3.218 0.507  0.119
H 0.860 -4.292 -0.819  0.113
H -0.516 -3.952 -1.812  0.108
H 0.003 -6.073 -2.222  0.076
O 2.140 -0.659 2.227  -0.055
H 2.998 -0.262 2.076  0.024
H 1.529 -0.094 1.755  0.016
O -4.066 4.045 0.041  -0.053
H -4.879 4.023 0.546  0.029
H -4.019 4.938 -0.301  0.029
O -0.360 1.961 0.496  -0.050
H -1.301 2.057 0.346  0.026
H -0.001 2.834 0.335  0.026
O 2.628 5.029 0.905  -0.053
H 2.244 5.447 1.675  0.023
H 3.509 5.398 0.846  0.031

charge of number 5 (C6H10O)?
0

The highest largest force on an atom belongs to which entry?
C5H5N3